*1*
This record from the Open Molecules 2025 dataset describes the ion C11H17N4 with charge +1. The level of theory is ωB97M-V/def2-TZVPD.

```
32
Properties=species:S:1:pos:R:3:mulliken_charge:R:1
C -3.0613 -2.5050 -0.1086 -1.081
C -2.3951 -3.3448 -0.9558 -0.577
C -2.3244 -1.2748 -0.0500 1.129
C -1.2834 -1.5008 -0.8972 0.129
C -2.5625 -0.1222 0.7682 -0.327
C 2.6783 2.8250 0.9540 -0.653
C 3.0813 1.4383 1.4515 -0.609
C 1.1572 2.7544 0.8343 -0.456
C 2.1146 0.5482 0.6903 -0.641
C -1.2264 1.4366 -0.4950 -0.559
C -0.2739 -3.3120 -2.2772 -0.948
N -2.0420 1.0237 0.6347 -0.596
N -1.2653 -2.7150 -1.4268 0.052
N 0.0908 0.9065 -0.4570 -0.755
N 0.8164 1.2800 0.6878 0.567
H -3.9890 -2.6853 0.3966 0.432
H -2.6321 -4.3460 -1.2555 0.434
H -3.2265 -0.2529 1.6161 0.421
H 2.9883 3.6224 1.6245 0.363
H 3.1263 3.0153 -0.0216 0.342
H 4.1163 1.2017 1.2147 0.370
H 2.9483 1.3388 2.5305 0.309
H 0.6537 3.1487 1.7174 0.332
H 0.7975 3.2845 -0.0458 0.309
H 2.4095 0.4653 -0.3578 0.356
H 1.9878 -0.4493 1.1065 0.362
H -1.6488 1.0666 -1.4399 0.425
H -1.2505 2.5378 -0.4801 0.329
H -0.7574 -3.8357 -3.1019 0.336
H 0.3804 -2.5373 -2.6715 0.346
H 0.3201 -4.0323 -1.7105 0.329
H 0.2718 1.0195 1.5251 0.531
```

Computed properties:
HOMO energy (spin up / spin down) = -11.8770 / -11.6189 eV
Kohn-Sham gap (spin up / spin down) = 6.60 / 7.45 eV
Net charge = +1

*2*
This record from the Open Molecules 2025 dataset describes a cluster of 2 separate species, C11H17N4 in total. The level of theory is ωB97M-V/def2-TZVPD.

```
32
Properties=species:S:1:pos:R:3:mulliken_charge:R:1
C 3.2366 0.1767 -1.1596 -0.564
C -3.5697 -1.0956 -0.2025 -0.664
C 4.2727 -0.1719 -0.0830 0.729
C 2.1325 0.5591 -0.4882 0.624
C -3.9353 0.1919 0.1607 0.567
C -2.1564 -1.1094 -0.1018 0.585
C 5.5170 -0.8049 -0.1817 -1.095
C 0.8702 1.0546 -1.0355 -1.778
C -5.2292 0.9883 0.2808 -1.176
C -1.2327 -2.2913 -0.3201 -1.002
C 1.8684 1.3198 1.7289 -0.077
N 3.7214 0.0309 1.0908 -0.940
N -2.7918 0.7972 0.5220 0.064
N 2.5225 0.6362 0.8584 0.899
N -1.7213 0.0977 0.3541 -0.620
H 3.3671 0.1262 -2.2629 0.336
H -4.2018 -1.8958 -0.7013 0.273
H 5.9111 -0.9334 -1.1822 0.349
H 6.2830 -0.3046 0.4400 0.327
H 5.3978 -1.8471 0.3460 0.284
H 0.0252 0.5755 -0.6590 0.561
H 0.6374 1.9987 -0.7246 0.568
H 0.8479 1.0848 -2.1455 0.319
H -5.0466 1.9310 -0.0943 0.378
H -6.0149 0.4894 -0.3249 0.307
H -5.6629 1.0556 1.2793 0.279
H -1.7060 -2.9680 -1.0025 0.349
H -0.2116 -2.0208 -0.7277 0.180
H -1.1068 -2.9257 0.5606 0.249
H 1.0203 1.9260 1.3170 0.159
H 2.1714 1.1745 2.7975 0.346
H -2.6587 1.6911 0.8873 0.185
```

Computed properties:
HOMO energy = -11.5697 eV
Kohn-Sham gap = 6.08 eV
Net charge = +1

Which one is most stable, and which one is least stable? *2* is the most stable of them, while *1* is the least stable.

*1*
This record from the Open Molecules 2025 dataset describes a cluster of 2 separate species, C5H9NO4 in total. The level of theory is ωB97M-V/def2-TZVPD.

```
19
Properties=species:S:1:pos:R:3:mulliken_charge:R:1
N 0.4625 1.8007 1.8642 -0.689
C -0.6862 -0.3041 0.8000 0.429
O -1.8374 0.0676 0.9368 -0.598
C -0.0976 -0.5484 -0.6027 1.426
C -0.0409 0.6840 -1.5276 -0.686
C 1.4782 0.4846 -1.4501 -0.469
O 1.3271 -0.6381 -0.5407 -0.566
C -0.6914 -1.8090 -1.2178 -0.319
O -1.6716 -1.8104 -1.9142 -0.442
H 0.0731 2.6404 1.4435 0.219
H 1.4737 1.7902 1.7525 0.218
H -0.4980 0.5310 -2.5100 0.299
H -0.4179 1.6069 -1.0770 0.231
H 1.9667 0.1716 -2.3806 0.272
H 2.0416 1.2994 -0.9800 0.226
H -0.1313 -2.7393 -0.9765 0.324
O -0.0922 -1.0594 1.7361 -0.499
H 0.2224 1.7783 2.8526 0.247
H 0.7318 -1.4351 1.3772 0.375
```

Computed properties:
HOMO energy = -9.7009 eV
Kohn-Sham gap = 10.19 eV
SMILES = O=C[C@]1(C(=O)O)CCO1.N
Net charge = 0

*2*
This record from the Open Molecules 2025 dataset describes a structure of composition C5H9NO4. The level of theory is ωB97M-V/def2-TZVPD.

```
19
Properties=species:S:1:pos:R:3:mulliken_charge:R:1
N 0.7782 -0.7678 -2.2218 -0.808
C -1.1104 -0.4917 -1.3819 0.346
O -1.6899 0.5732 -1.2220 -0.547
C -1.9242 -1.6662 -1.9168 0.512
C -2.4939 -1.4367 -3.3265 -0.746
C -2.4026 -2.8252 -3.9495 -0.359
C -1.2662 -3.4695 -3.1925 0.427
O -0.4849 -4.3110 -3.5493 -0.583
O -1.1475 -2.8654 -1.9951 -0.362
H 0.9107 -0.0205 -2.8955 0.226
H 1.0534 -1.6733 -2.5870 0.219
H -2.7356 -1.8432 -1.1970 0.343
H -3.5099 -1.0323 -3.2846 0.328
H -1.8684 -0.7261 -3.8832 0.319
H -3.3051 -3.4277 -3.7656 0.253
H -2.2051 -2.8341 -5.0266 0.309
H 1.1519 -0.5049 -0.9840 0.484
O 0.0048 -0.8322 -0.0452 -0.690
H 0.4583 -1.6561 -0.4253 0.330
```

Computed properties:
HOMO energy = -10.2404 eV
Kohn-Sham gap = 10.62 eV
Net charge = 0

*3*
This record from the Open Molecules 2025 dataset describes a cluster of 2 separate species, C5H9NO4 in total. The level of theory is ωB97M-V/def2-TZVPD.

```
19
Properties=species:S:1:pos:R:3:mulliken_charge:R:1
O -0.7386 -1.1536 -1.1789 -0.397
C -1.6035 -0.4494 -0.3453 -0.005
C -1.4874 -0.6219 1.1360 -0.798
C -0.9815 0.6402 0.4814 -0.348
N 0.4458 0.8609 0.3896 0.237
C 0.9385 1.3466 -0.9031 0.039
O 1.9584 1.9663 -1.0723 -0.438
C 1.1388 0.9914 1.5866 -0.005
O 2.1869 1.5699 1.7426 -0.481
H -1.1437 -1.9896 -1.4285 0.269
H -2.5800 -0.2317 -0.7820 0.403
H -2.3804 -0.5478 1.7558 0.252
H -0.7336 -1.3332 1.4766 0.300
H -1.5748 1.5464 0.6116 0.332
H 0.1297 1.3149 -1.6584 0.319
H 0.5624 0.5800 2.4380 0.330
O 2.3343 -1.4952 -1.5527 -0.626
H 1.5850 -1.9119 -1.9919 0.311
H 1.9438 -1.0822 -0.7051 0.307
```

Computed properties:
HOMO energy = -9.8509 eV
Kohn-Sham gap = 10.07 eV
SMILES = O=CN(C=O)[C@@H]1C[C@@H]1O.O
Net charge = 0

*4*
This record from the Open Molecules 2025 dataset describes a structure of composition C5H9NO4. The level of theory is ωB97M-V/def2-TZVPD.

```
19
Properties=species:S:1:pos:R:3:mulliken_charge:R:1
O -5.7401 2.7846 1.8410 -0.506
C -4.8300 2.3327 2.7948 -0.443
C -3.4875 1.9851 2.1911 0.548
O -3.4032 1.9073 0.9801 -0.607
C -2.2552 1.9823 3.0621 -0.865
C -1.1269 2.8260 2.5043 -0.297
O -1.0462 4.1472 2.9820 -0.511
C 0.2410 2.1926 2.5888 0.701
N 0.7133 1.0507 2.7114 -0.648
H -5.2465 3.0497 1.0480 0.344
H -4.6776 3.0934 3.5833 0.299
H -5.1992 1.4375 3.3216 0.278
H -2.5045 2.2725 4.0940 0.467
H -1.9544 0.9271 3.1604 0.377
H -1.2949 3.0249 1.4346 0.441
H -1.1678 4.1499 3.9382 0.353
O 1.2079 2.7336 1.2372 -0.670
H 0.6038 3.4246 0.9197 0.291
H 1.6132 1.2040 1.7527 0.447
```

Computed properties:
HOMO energy = -10.2389 eV
Kohn-Sham gap = 10.34 eV
Net charge = 0

Which one is most stable, and which one is least stable? *1* is the most stable of them, while *4* is the least stable.

*1*
This record from the Open Molecules 2025 dataset describes a cluster of 2 separate species, C4H13NOS in total. The level of theory is ωB97M-V/def2-TZVPD.

```
20
Properties=species:S:1:pos:R:3:mulliken_charge:R:1
C -0.6279 0.7921 1.0508 -0.951
N 0.5014 0.0451 0.6793 -0.301
C 1.3992 0.6416 -0.2999 0.472
C 0.6681 0.8618 -1.6382 -0.873
S 1.5211 2.0081 -2.7738 -0.208
C 2.5753 -0.3374 -0.5174 -1.403
H -1.1527 0.2923 1.8654 0.366
H -1.3549 0.8214 0.2456 0.256
H -0.4328 1.8371 1.3120 0.312
H 1.0109 -0.6003 1.2452 0.192
H 1.8034 1.5982 0.0619 0.285
H -0.2824 1.3212 -1.3932 0.293
H 0.5390 -0.1088 -2.1016 0.346
H 0.6485 2.9857 -2.5150 0.124
H 3.4530 0.1895 -0.8911 0.351
H 2.2649 -1.1259 -1.2042 0.314
H 2.7945 -0.7709 0.4607 0.425
H -4.5108 -3.9203 1.9479 0.319
H -5.5515 -3.1924 2.6882 0.319
O -5.2664 -3.3381 1.7776 -0.638
```

Computed properties:
HOMO energy = -8.5267 eV
Kohn-Sham gap = 9.35 eV
SMILES = CN[C@@H](C)CS.O
Net charge = 0

*2*
This record from the Open Molecules 2025 dataset describes a cluster of 2 separate species, C4H13NOS in total. The level of theory is ωB97M-V/def2-TZVPD.

```
20
Properties=species:S:1:pos:R:3:mulliken_charge:R:1
C -0.7057 1.5964 1.3223 -0.623
C -1.7193 1.5119 0.1089 -0.747
C -2.0247 0.2174 -0.7453 -0.720
S -2.0242 -1.2084 0.3856 -0.240
C 0.4659 0.6623 1.0368 -0.589
N 0.7775 0.8336 -0.4570 -0.614
H -1.2862 1.4057 2.2498 0.287
H -0.2766 2.6473 1.5531 0.294
H -1.4312 2.3969 -0.4864 0.318
H -2.6625 1.8203 0.5402 0.422
H -1.4260 0.1212 -1.5425 0.466
H -2.9795 0.3286 -1.1376 0.441
H -1.4897 -1.8427 -0.4994 0.092
H 0.1805 -0.3158 1.3308 0.355
H 1.4040 1.0716 1.6288 0.346
H 1.6690 1.4843 -0.3556 0.282
H 1.3108 -0.0128 -0.6173 0.230
H 3.9882 -3.8992 -0.7276 0.324
H 3.8969 -4.8221 -1.9299 0.322
O 4.3329 -3.9964 -1.6579 -0.646
```

Computed properties:
HOMO energy = -8.8821 eV
Kohn-Sham gap = 9.35 eV
SMILES = NCCCCS.O
Net charge = 0

Which one is most stable, and which one is least stable? *1* is the most stable of them, while *2* is the least stable.

*1*
This record from the Open Molecules 2025 dataset describes a cluster of 2 separate species, C4H13NOS in total. The level of theory is ωB97M-V/def2-TZVPD.

```
20
Properties=species:S:1:pos:R:3:mulliken_charge:R:1
C 1.7814 -1.1805 -1.6735 -0.928
N 0.6548 -0.2724 -1.2934 -0.486
C 0.6766 -0.0635 0.2118 -0.125
C 0.5940 -1.2091 1.1993 -0.615
S 1.3997 -0.8606 2.6734 -0.180
C -0.5925 0.8335 0.4546 -1.304
H 1.6512 -2.2775 -1.8242 0.278
H 2.5442 -1.0952 -0.9862 0.380
H 2.0530 -0.8838 -2.6891 0.311
H -0.1187 -0.8856 -1.3402 0.244
H 1.5085 0.5414 0.3884 0.524
H 1.0942 -2.1467 0.9018 0.264
H -0.4353 -1.5006 1.1035 0.498
H 0.6802 0.1896 2.8913 0.078
H -0.5523 1.4498 1.4093 0.286
H -1.4100 0.1880 0.7768 0.434
H -0.5161 1.5281 -0.5374 0.340
H -3.1324 1.9528 -0.4603 0.341
H -4.1246 3.1739 -0.3145 0.308
O -3.7559 2.5185 -0.8913 -0.650
```

Computed properties:
HOMO energy = -9.1328 eV
Kohn-Sham gap = 9.91 eV
SMILES = CN[C@@H](C)CS.O
Net charge = 0

*2*
This record from the Open Molecules 2025 dataset describes a cluster of 2 separate species, C4H13NOS in total. The level of theory is ωB97M-V/def2-TZVPD.

```
20
Properties=species:S:1:pos:R:3:mulliken_charge:R:1
C -2.3391 0.4645 0.3551 -0.914
N -0.9186 0.5714 -0.0731 -0.404
C -0.1696 -0.5617 0.4697 0.376
C 1.0956 -0.0334 1.2297 -0.852
S 2.2375 -1.3522 1.7387 -0.205
C 0.1563 -1.6136 -0.6140 -1.511
H -2.9127 1.2739 -0.0944 0.330
H -2.3162 0.6140 1.4308 0.325
H -2.7838 -0.4908 0.0628 0.316
H -0.9502 0.4986 -1.0839 0.262
H -0.7257 -1.1049 1.2378 0.251
H 0.5528 0.2731 2.1197 0.331
H 1.5042 0.8572 0.7933 0.393
H 2.0591 -1.1188 3.0437 0.123
H 0.4709 -2.5317 -0.1365 0.415
H 1.0118 -1.2289 -1.1708 0.352
H -0.7303 -1.8334 -1.2042 0.411
H 1.3098 3.1652 -2.7671 0.324
H 1.6194 1.7600 -2.3227 0.321
O 1.8287 2.3915 -3.0146 -0.646
```

Computed properties:
HOMO energy = -9.1020 eV
Kohn-Sham gap = 9.84 eV
SMILES = CN[C@@H](C)CS.O
Net charge = 0

Which one is most stable, and which one is least stable? *2* is the most stable of them, while *1* is the least stable.